Record 1
{"formula": "C5H13O2", "method": "ωB97M-V/def2-TZVPD", "symbols": ["C", "O", "C", "C", "C", "C", "H", "H", "H", "H", "H", "H", "H", "H", "H", "H", "H", "H", "H", "O"], "xyz": [[-0.11349, 2.48930, 0.39631], [0.87412, 3.38738, 0.16150], [0.02184, 1.22473, -0.48156], [-1.08227, 0.16257, -0.37943], [-0.66120, -1.00380, 0.57006], [-0.01169, -0.57038, 1.89138], [-1.11078, 2.94327, 0.16337], [-0.17685, 2.21186, 1.48153], [0.05273, 1.65173, -1.48683], [0.99714, 0.77256, -0.27495], [-2.05637, 0.49764, -0.00494], [-1.25597, -0.18960, -1.39991], [-1.53893, -1.62613, 0.77976], [0.07481, -1.58722, 0.00166], [-0.68046, 0.08979, 2.43239], [0.18532, -1.47198, 2.48219], [0.99908, -0.27116, 1.61049], [1.74600, -3.00272, -3.42418], [1.62575, -2.55567, -1.96086], [2.11121, -3.15216, -2.55796]], "atomic_forces_ev_per_a": [[0.656, 1.039, 0.118], [-0.029, -0.338, 0.057], [-0.614, 0.476, 0.111], [0.476, -0.435, 0.692], [-0.281, 0.228, -0.744], [0.163, -1.451, -0.951], [-0.372, -0.343, -0.027], [-0.133, -0.304, -0.071], [0.140, -0.202, -0.109], [0.048, 0.037, -0.122], [0.183, 0.643, -0.094], [-0.197, -0.489, 0.140], [0.119, -0.157, -0.146], [-0.104, -0.303, 0.219], [0.568, 0.476, 0.121], [-0.350, -0.017, 0.190], [-0.260, 1.110, 0.590], [-0.244, 0.182, -0.395], [0.261, -0.266, -0.387], [-0.027, 0.114, 0.808]], "orbital_gap_ha": 0.190, "e_tot_ev": -9489.92246, "charge": -1}



Record 2
{"formula": "C4H13N4O3Zn", "method": "ωB97M-V/def2-TZVPD", "symbols": ["Zn", "N", "C", "C", "N", "C", "C", "N", "H", "H", "H", "H", "H", "H", "H", "H", "H", "H", "H", "H", "H", "O", "N", "O", "O"], "xyz": [[-1.11320, -0.27131, -0.52964], [-0.64212, 1.73405, -0.65360], [0.78520, 1.95699, -0.31053], [1.63692, 0.82380, -0.89686], [0.99194, -0.53424, -0.79276], [1.45233, -1.33835, 0.36881], [0.79641, -0.94399, 1.68633], [-0.62348, -0.54376, 1.54062], [-0.82285, 2.05358, -1.60630], [-1.24084, 2.30749, -0.06698], [0.88794, 2.02650, 0.79935], [1.13487, 2.90505, -0.75495], [2.62372, 0.77925, -0.43417], [1.75482, 1.06749, -1.97807], [1.26388, -1.07403, -1.60154], [2.54126, -1.37964, 0.54368], [1.16185, -2.39410, 0.19296], [1.43245, -0.18055, 2.17627], [0.81230, -1.83852, 2.33068], [-0.77401, 0.31421, 2.10131], [-1.21133, -1.23910, 1.95482], [-2.10179, -1.45061, -1.64693], [-3.26801, -1.08883, -0.98692], [-4.38312, -1.52047, -1.35358], [-3.09518, -0.17092, -0.08200]], "atomic_forces_ev_per_a": [[1.696, 0.700, 0.859], [0.026, 0.504, -0.310], [0.137, 0.082, 0.494], [-0.308, -0.287, -0.800], [0.918, 0.309, 0.551], [-0.394, -1.128, 0.197], [0.514, -0.296, 0.696], [0.713, 1.288, 0.261], [0.056, 0.006, 0.135], [-0.020, -0.010, -0.003], [-0.165, -0.066, -0.837], [-0.038, -0.340, 0.427], [0.013, 0.236, -0.083], [0.062, -0.444, 0.676], [-0.117, 0.070, -0.322], [-0.258, 0.374, -0.443], [0.061, 0.574, -0.341], [-0.776, -0.122, -0.117], [0.339, 0.437, -0.111], [-0.121, -0.717, -0.549], [-0.466, -0.400, 0.221], [-3.062, 0.197, 1.330], [-2.372, -0.508, -2.245], [4.419, 1.402, 1.663], [-0.857, -1.860, -1.350]], "orbital_gap_ha": 0.392, "e_tot_ev": -64871.66151, "charge": 1}



Record 3
{"formula": "C3H3NOS", "method": "ωB97M-V/def2-TZVPD", "symbols": ["C", "C", "C", "H", "H", "H", "N", "O", "S"], "xyz": [[-0.89959, 0.64455, -0.52783], [0.76256, 0.43620, 0.81736], [1.83604, -0.33116, 0.09057], [-1.26398, 1.21373, -1.49560], [1.24840, 1.12150, 1.45987], [0.19174, -0.27212, 1.41959], [2.82021, -0.84593, -0.47723], [0.18259, 1.20346, -0.16174], [-1.97328, -0.64168, 0.06062]], "atomic_forces_ev_per_a": [[-6.448, -1.110, -3.505], [3.636, -1.636, 0.838], [7.283, -3.588, -3.388], [0.486, -1.251, 1.942], [0.691, 0.569, 0.908], [-0.690, 0.390, -0.500], [-7.477, 3.747, 4.190], [-0.523, -0.049, 0.580], [3.043, 2.927, -1.065]], "smiles": "N#CCOC=S", "orbital_gap_ha": 0.331, "e_tot_ev": -17529.35930, "charge": 0}



Record 4
{"formula": "C10H10N2O2", "method": "ωB97M-V/def2-TZVPD", "symbols": ["C", "C", "C", "C", "C", "C", "C", "C", "C", "C", "H", "H", "H", "H", "H", "H", "H", "H", "H", "H", "N", "N", "O", "O"], "xyz": [[0.25772, -2.62840, -1.40677], [0.55869, -3.96338, -1.89808], [1.62758, -4.68409, -1.26206], [2.39923, -4.07215, -0.15714], [2.18855, -2.79970, 0.19618], [1.27547, -2.00082, -0.59785], [-0.78590, 1.87753, 0.73181], [-2.26217, 2.28509, 0.69359], [-2.79146, 3.53118, 0.72100], [-0.53129, 4.34955, 1.30094], [-0.57684, -1.90062, -1.71239], [-0.16579, -4.39380, -2.60738], [1.86880, -5.68085, -1.92205], [3.23572, -4.59807, 0.17968], [2.74344, -2.32856, 1.03310], [1.07781, -0.88459, -0.33040], [0.94679, 3.05711, 1.01147], [-2.87902, 1.46947, 0.45991], [-3.81650, 3.78080, 0.69814], [-2.22352, 5.63456, 0.60457], [-0.09803, 3.11617, 1.10948], [-1.87617, 4.60523, 1.11068], [-0.23605, 0.86731, 0.34352], [0.06296, 5.36104, 1.70007]], "atomic_forces_ev_per_a": [[2.384, 1.019, -0.095], [-0.218, 1.026, 2.397], [-0.307, 0.056, -2.115], [-1.622, -2.557, -3.641], [-0.968, 3.185, -0.766], [-2.394, 0.260, 1.678], [-1.470, 3.230, -0.803], [0.516, -0.825, -0.475], [4.628, 0.304, 1.748], [-1.512, 5.192, 1.261], [1.235, -1.704, 0.012], [0.826, -0.106, 0.259], [-0.161, 2.285, 2.570], [0.908, -0.977, 0.941], [-0.261, -0.305, -0.834], [0.623, -2.251, -0.413], [-1.374, 0.084, 0.520], [-0.989, -0.939, -0.167], [-0.871, 0.115, -0.390], [2.047, -3.890, 2.530], [3.616, -3.819, -0.908], [-5.083, 1.166, -3.640], [-0.746, 1.519, 1.149], [1.195, -2.066, -0.820]], "smiles": "O=c1cc[nH]c(=O)[nH]1.c1ccccc1", "orbital_gap_ha": 0.324, "e_tot_ev": -17604.91709, "charge": 0}



Record 5
{"formula": "C5H8NO3", "method": "ωB97M-V/def2-TZVPD", "symbols": ["C", "C", "C", "O", "H", "H", "H", "C", "H", "H", "H", "C", "H", "H", "N", "O", "O"], "xyz": [[-0.39726, -0.86786, -0.44424], [-1.03633, 0.11296, -1.17422], [-1.73292, 1.27561, -0.59313], [-2.26609, 2.08568, -1.34251], [-0.26077, -1.83875, -0.92902], [-0.64969, -0.97953, 0.61390], [-0.95867, 0.11922, -2.26476], [-1.77189, 1.44908, 0.90172], [-2.33079, 2.35662, 1.15202], [-2.25269, 0.57836, 1.37116], [-0.75273, 1.52115, 1.30763], [1.98097, -0.45399, -0.14888], [2.27242, -0.42321, -1.19706], [1.91816, 0.47656, 0.41310], [2.58825, -1.51391, 0.57941], [2.61437, -1.43207, 1.80121], [3.03568, -2.46593, -0.04634]], "atomic_forces_ev_per_a": [[-1.942, -0.252, -0.346], [1.382, -0.704, 0.278], [-0.356, 0.898, -0.469], [0.377, -0.652, 0.508], [0.722, 0.442, -0.044], [0.515, 0.356, -0.125], [-0.220, -0.052, 0.306], [-0.036, -0.076, 0.288], [0.147, -0.252, -0.112], [0.123, 0.247, -0.068], [-0.236, -0.037, -0.080], [0.340, 0.813, -0.373], [-0.297, -0.182, 0.285], [-0.207, -0.396, -0.090], [-0.052, -0.563, 0.328], [-0.144, 0.238, -0.068], [-0.117, 0.172, -0.217]], "orbital_gap_ha": [0.336, 0.284], "multiplicity": 2, "e_tot_ev": -12941.29797, "charge": 0, "s_squared": 0.799}



Record 6
{"formula": "C18H10BrF4I2NiPS3Sb", "method": "ωB97M-V/def2-TZVPD", "symbols": ["Ni", "S", "Sb", "S", "S", "F", "C", "C", "F", "C", "F", "C", "P", "C", "C", "C", "C", "C", "C", "C", "C", "C", "C", "C", "C", "C", "Br", "C", "F", "H", "H", "H", "H", "H", "H", "H", "H", "H", "H", "I", "I"], "xyz": [[1.79972, 0.04935, 2.08481], [5.63753, -1.30325, 2.12202], [4.89873, 0.82082, 2.83387], [3.00419, 0.00435, 4.21228], [3.58915, 0.77396, 0.85963], [-1.32437, -5.58926, -0.53538], [-0.96487, -4.32643, -0.34444], [-1.26983, -3.37709, -1.29271], [-1.92326, -3.73143, -2.39324], [-0.89608, -2.06553, -1.08600], [-1.23517, -1.19943, -2.04366], [-0.20506, -1.66079, 0.04654], [0.21885, 0.10396, 0.35220], [-1.42146, 0.80177, 0.57348], [-1.98142, 0.65953, 1.84099], [-3.27572, 1.09798, 2.08851], [-4.00132, 1.70395, 1.07302], [-3.43952, 1.85919, -0.19254], [-2.15411, 1.40097, -0.44993], [0.93769, 0.71529, -1.17791], [1.66397, -0.12581, -2.01278], [2.33828, 0.39900, -3.10600], [2.29786, 1.76573, -3.35802], [1.58871, 2.60875, -2.51221], [0.91320, 2.08643, -1.41769], [0.08023, -2.64565, 0.99038], [0.99499, -2.24705, 2.62898], [-0.29000, -3.95827, 0.80385], [-0.02611, -4.90910, 1.69794], [-1.40299, 0.22289, 2.65039], [-3.69697, 0.99763, 3.08352], [-5.00434, 2.06988, 1.26923], [-4.00545, 2.33637, -0.98327], [-1.72805, 1.51120, -1.44110], [1.71800, -1.19007, -1.81182], [2.90253, -0.25970, -3.75443], [2.82936, 2.17465, -4.20897], [1.56758, 3.67477, -2.69615], [0.38543, 2.75519, -0.74534], [1.33479, 1.98556, 3.76127], [-0.45466, 4.00970, 2.59071]], "atomic_forces_ev_per_a": [[0.481, 0.351, 0.016], [-0.062, -0.042, -0.039], [0.130, 0.057, 0.292], [-0.102, -0.019, -0.030], [-0.150, -0.008, -0.310], [0.044, 0.082, 0.052], [-0.090, -0.308, -0.056], [-0.138, -0.136, -0.207], [0.039, 0.051, 0.050], [-0.028, 0.212, -0.191], [0.070, 0.095, 0.181], [0.055, 0.111, -0.071], [0.155, -0.346, 0.050], [-0.236, 0.141, 0.011], [-0.167, 0.046, 0.092], [0.123, 0.006, 0.019], [0.020, 0.041, -0.110], [0.027, -0.052, 0.115], [-0.099, 0.005, 0.033], [-0.052, 0.053, -0.037], [0.082, 0.002, -0.154], [-0.031, 0.054, 0.046], [-0.014, -0.057, 0.033], [0.001, -0.112, 0.011], [0.057, 0.155, -0.038], [0.199, 0.137, 0.422], [-0.352, -0.569, -0.282], [-0.029, -0.287, 0.073], [0.060, 0.160, 0.057], [-0.004, 0.019, -0.054], [0.032, 0.002, -0.126], [0.111, -0.043, -0.037], [0.018, -0.018, 0.037], [-0.030, -0.019, 0.094], [0.002, 0.037, -0.008], [-0.019, 0.032, 0.021], [-0.025, -0.023, 0.038], [0.000, -0.009, 0.009], [0.009, -0.032, 0.013], [-0.279, 0.506, -0.178], [0.193, -0.274, 0.163]], "orbital_gap_ha": [0.265, 0.228], "multiplicity": 4, "e_tot_ev": -205318.31923, "charge": 0, "s_squared": 3.772}



Record 7
{"formula": "C8H12N4O2", "method": "ωB97M-V/def2-TZVPD", "symbols": ["C", "C", "C", "C", "C", "C", "C", "C", "N", "N", "N", "N", "O", "O", "H", "H", "H", "H", "H", "H", "H", "H", "H", "H", "H", "H"], "xyz": [[-1.25212, 0.71554, 0.09685], [-1.43344, -0.65302, 0.18274], [-3.66269, 1.04923, 0.15481], [-3.88155, -0.26022, 0.15668], [-2.32305, 1.72386, -0.04514], [-2.76470, -1.25969, -0.01381], [2.83488, -0.63886, -0.43323], [4.24839, 0.01310, -0.66271], [0.01688, 1.11428, 0.37752], [0.80319, 0.13410, 0.59082], [-0.27856, -1.24024, 0.39608], [2.13258, -0.01087, 0.66336], [0.25700, -2.39444, 0.58218], [4.24801, 1.45180, -0.47447], [-4.52029, 1.70664, 0.35427], [-4.88288, -0.72915, 0.33297], [-2.33115, 2.30310, 0.91142], [-2.34518, 2.19286, -1.02839], [-2.83712, -1.80912, -1.00290], [-2.82987, -2.07067, 0.71886], [2.24747, -0.56162, -1.36760], [3.14708, -1.69034, -0.13848], [4.56897, -0.02582, -1.76494], [5.06803, -0.39279, 0.07440], [2.36906, -0.45292, 1.53842], [3.40108, 1.78524, -0.19972]], "atomic_forces_ev_per_a": [[3.234, 2.141, 0.959], [1.057, -0.853, -0.468], [-1.127, -0.282, -0.221], [-0.248, -0.709, 0.202], [-1.407, -0.951, 1.637], [-0.175, -1.648, -0.569], [2.152, -0.973, -0.698], [0.751, 1.564, -0.088], [-1.406, 1.186, -1.292], [-3.563, -3.915, -0.201], [3.761, -0.264, 0.862], [-0.444, 0.451, 0.382], [-1.786, 2.054, -0.452], [0.685, -0.612, -0.165], [0.414, -0.163, -0.244], [0.916, 0.788, -0.185], [0.653, 0.793, -1.406], [0.302, 0.743, 0.433], [0.144, 0.713, 0.844], [-0.324, 0.020, 0.036], [0.182, -0.306, 0.684], [-1.145, 0.848, -0.791], [-0.319, -0.984, 1.682], [-1.589, 0.430, -1.553], [-0.034, 0.082, 0.258], [-0.685, -0.153, 0.352]], "smiles": "[O-][n+]1c2c(nn1NCCO)CC=CC2", "orbital_gap_ha": [0.324, 0.324], "e_tot_ev": -18539.54056, "charge": 0}



Record 8
{"formula": "C6H14O2", "method": "ωB97M-V/def2-TZVPD", "symbols": ["C", "C", "C", "C", "C", "C", "H", "H", "H", "H", "H", "H", "H", "H", "H", "H", "H", "H", "O", "H", "H", "O"], "xyz": [[-0.08481, -1.75167, -0.13375], [-0.25936, -0.33619, 0.32265], [0.63332, 0.60060, 0.00302], [0.72135, 1.95717, 0.51345], [1.79243, 2.72094, 0.23854], [1.92850, 4.15373, 0.67185], [0.63120, -1.82834, -0.91781], [-1.00852, -2.14068, -0.55951], [0.20149, -2.44971, 0.63933], [-1.02119, -0.17224, 1.08230], [1.41291, 0.28364, -0.69115], [-0.04171, 2.46020, 1.08951], [2.55657, 2.25460, -0.37929], [2.96665, 4.46844, 0.70786], [1.49752, 4.72340, -0.16456], [1.32491, 4.26291, 1.57112], [1.50532, -5.67094, -2.67130], [3.04435, -5.43889, -2.44795], [2.19474, -5.01653, -2.56918], [-6.49009, -0.87316, 1.98887], [-6.45219, -1.12297, 0.47883], [-7.05340, -1.08430, 1.22716]], "atomic_forces_ev_per_a": [[-1.057, 0.081, -0.290], [0.605, -0.386, 0.614], [-0.458, -0.339, 0.136], [1.077, 0.941, -0.477], [-0.344, -0.715, 0.047], [-0.418, -0.735, -1.246], [0.772, 0.038, -0.590], [-0.239, -0.082, 0.030], [0.105, -0.019, 0.502], [-0.052, 0.262, -0.197], [0.029, 0.275, 0.087], [-0.497, -0.517, 0.237], [0.167, 0.272, 0.014], [0.022, 0.036, 0.633], [-0.081, 0.299, 0.413], [0.372, 0.580, 0.082], [0.164, -0.397, 0.020], [-0.064, -0.414, -0.011], [-0.104, 0.820, -0.003], [-0.258, -0.098, -0.363], [0.043, 0.002, -0.041], [0.217, 0.096, 0.403]], "smiles": "C/C=C/C=C/C.O.O", "orbital_gap_ha": 0.326, "e_tot_ev": -10542.64823, "charge": 0}